{
  "formula": "C14H18ClNO4S",
  "method": "ωB97M-V/def2-TZVPD",
  "species": ["C", "C", "S", "O", "O", "N", "C", "C", "C", "C", "O", "O", "C", "C", "C", "C", "C", "C", "Cl", "C", "C", "H", "H", "H", "H", "H", "H", "H", "H", "H", "H", "H", "H", "H", "H", "H", "H", "H", "H"],
  "positions_angstrom": [[-4.9055, -0.3910, 0.6318], [-4.5880, 0.6605, -0.4041], [-2.9967, 1.4241, 0.0277], [-3.0687, 1.8870, 1.3826], [-2.6466, 2.3685, -0.9962], [-1.9798, 0.0877, -0.0164], [-1.0043, -0.0016, 1.0510], [-0.4421, -1.4191, 1.1054], [0.1661, -1.8010, -0.2463], [1.4299, -1.0252, -0.5865], [1.8193, -0.8170, -1.7017], [2.1075, -0.6641, 0.5199], [3.2628, 0.0898, 0.3598], [4.4803, -0.4685, 0.7172], [5.6428, 0.2722, 0.6051], [5.5919, 1.5704, 0.1264], [4.3804, 2.1347, -0.2307], [3.2110, 1.3996, -0.1132], [1.6950, 2.1179, -0.5335], [-0.8670, -1.6037, -1.3603], [-1.4089, -0.1767, -1.3196], [-5.8862, -0.8295, 0.4597], [-4.1541, -1.1755, 0.6034], [-4.8883, 0.0661, 1.6178], [-4.4825, 0.2560, -1.4057], [-5.3119, 1.4708, -0.4102], [-1.5195, 0.2572, 1.9759], [-0.1889, 0.7176, 0.8990], [-1.2506, -2.1161, 1.3321], [0.3063, -1.4832, 1.8945], [0.4718, -2.8548, -0.2210], [4.4972, -1.4842, 1.0810], [6.5868, -0.1684, 0.8855], [6.4974, 2.1491, 0.0306], [4.3314, 3.1464, -0.6005], [-1.6871, -2.3089, -1.2199], [-0.4016, -1.7840, -2.3293], [-2.1944, -0.0381, -2.0631], [-0.6050, 0.5349, -1.5484]],
  "forces_ev_per_a": [[-0.1, -0.1, 0.1], [0.8, 0.2, 0.3], [-0.4, -0.2, -0.4], [0.0, -0.2, 0.3], [0.0, -0.2, -0.2], [-0.7, 0.8, 0.1], [0.2, 0.0, 0.7], [0.0, 0.2, -0.1], [-0.1, -0.1, 0.0], [-0.2, -0.5, -0.6], [0.0, 0.0, 0.2], [0.4, 0.3, 0.5], [0.2, 0.2, -0.2], [-0.3, 0.0, 0.0], [0.0, 0.0, 0.0], [0.0, 0.0, 0.0], [-0.1, 0.0, 0.0], [0.0, -0.2, 0.1], [0.1, 0.1, 0.0], [0.1, 0.2, 0.0], [0.1, -0.2, -0.6], [-0.1, 0.0, 0.0], [0.0, -0.1, 0.0], [-0.1, -0.1, 0.1], [0.0, 0.0, -0.2], [0.0, 0.2, -0.1], [0.2, -0.1, 0.0], [-0.1, 0.0, 0.1], [0.0, 0.0, 0.0], [-0.1, 0.0, 0.0], [0.0, 0.1, 0.0], [0.0, -0.1, 0.0], [0.1, 0.0, 0.0], [0.1, 0.1, 0.0], [0.0, 0.1, 0.0], [0.0, 0.0, 0.0], [-0.1, 0.0, 0.0], [0.1, -0.1, -0.1], [-0.1, 0.0, 0.0]],
  "gap_ev": 10.1,
  "multiplicity": 1,
  "energy_ha": -1758.39001,
  "de_lowest_ev": 0.044
}